A structure of composition C22H32IrN4O7P2S2 in a non-equilibrium geometry. Source: the OMol25 dataset; level of theory: ωB97M-V/def2-TZVPD.

Geometry as XYZ:
```
70
Properties=species:S:1:pos:R:3:forces:R:3:lowdin_spin:R:1
Ir 2.655801 -0.261822 -0.112900 -0.3 0.5 1.0 1.616
N 2.396077 -0.394937 2.215017 0.3 -0.1 -0.4 0.176
C 2.711505 0.807590 3.009693 -0.1 0.3 0.0 0.015
C 2.010087 2.044511 2.430428 0.2 0.0 0.0 0.005
C 2.962944 3.043934 1.767943 -0.1 -0.2 -0.2 0.002
C 3.911463 2.453130 0.732060 0.1 0.1 0.4 0.009
N 3.206049 1.755843 -0.383863 0.1 -0.2 -0.3 0.019
H 1.482892 -0.767476 2.450772 0.0 0.0 -0.1 0.003
H 3.084109 -1.131975 2.359470 -0.1 0.0 0.1 0.002
H 3.792907 0.936208 2.995425 0.0 -0.1 0.1 0.000
H 2.414843 0.654384 4.048151 0.0 -0.1 0.0 0.007
H 1.463655 2.574118 3.210853 0.0 0.0 0.0 0.000
H 1.276458 1.706966 1.695686 -0.1 0.1 0.1 0.002
H 3.580769 3.516676 2.533639 0.0 0.1 0.0 0.000
H 2.366643 3.834592 1.303175 0.0 0.1 0.0 0.000
H 4.602784 1.740670 1.174763 0.0 0.0 -0.1 0.000
H 4.511373 3.260445 0.309090 0.0 -0.1 -0.1 0.000
H 3.904046 1.605681 -1.125222 0.0 0.2 0.0 0.009
H 2.503309 2.389600 -0.759570 -0.1 -0.1 0.0 0.001
S 0.415390 1.193895 -0.827954 0.6 -0.7 0.1 0.320
C -1.122918 0.434169 -0.594887 -0.1 0.4 0.0 0.213
N -2.229231 1.159962 -0.337864 0.1 -0.1 -0.1 0.183
C -3.443306 0.453262 0.039392 -0.1 -0.2 0.0 0.015
C -3.536498 -0.869845 -0.703896 0.0 0.3 0.0 0.015
N -2.324413 -1.639636 -0.476654 0.2 0.2 0.1 0.169
C -2.411124 -3.097630 -0.403850 0.0 -0.2 -0.3 0.024
C -2.570574 -3.777378 -1.752906 0.1 0.1 0.1 0.013
C -3.809023 -3.782580 -2.386717 0.0 0.0 -0.1 0.000
C -3.959234 -4.372572 -3.632646 -0.1 0.0 0.0 0.002
C -2.872735 -4.972690 -4.252251 0.0 0.0 0.0 0.000
C -1.643045 -4.999359 -3.612487 0.0 0.0 0.0 0.002
C -1.492937 -4.406810 -2.366386 0.0 0.0 0.0 0.013
C -1.161841 -0.963640 -0.646586 0.0 -0.6 -0.3 0.214
S 0.323113 -1.769452 -0.981339 -0.8 0.1 0.2 0.644
C -2.275547 2.610329 -0.394726 0.0 0.1 0.1 0.027
C -2.577146 3.242582 0.944145 0.0 0.0 0.0 0.007
C -2.008037 2.741303 2.109748 0.0 0.0 0.0 0.001
C -2.250764 3.357725 3.327656 0.0 0.0 0.0 0.000
C -3.057253 4.485227 3.388987 0.0 0.0 0.0 0.001
C -3.630014 4.986580 2.229606 0.0 0.0 0.0 0.000
C -3.395225 4.363379 1.012853 0.0 0.0 0.0 0.002
H -4.302708 1.076696 -0.205733 0.0 0.0 0.0 0.001
H -3.450897 0.274394 1.118840 0.0 0.1 0.0 0.005
H -3.670222 -0.685390 -1.775576 0.0 -0.1 0.0 0.004
H -4.393785 -1.433162 -0.341139 0.0 0.0 0.0 0.001
H -3.279910 -3.324542 0.215795 0.0 0.0 0.1 0.002
H -1.518775 -3.473090 0.097998 0.0 0.1 0.0 0.009
H -4.669439 -3.333272 -1.902857 0.0 0.0 0.0 0.000
H -4.929142 -4.374987 -4.112474 0.0 0.0 0.0 0.000
H -2.989177 -5.431458 -5.225095 0.0 0.0 0.0 0.000
H -0.800999 -5.498285 -4.074577 0.0 0.0 0.0 0.000
H -0.536744 -4.465179 -1.860408 0.0 0.1 0.0 0.007
H -3.035077 2.908326 -1.122954 0.0 0.0 0.0 0.007
H -1.310825 2.965298 -0.757417 0.0 0.0 -0.1 0.008
H -1.369029 1.864975 2.061890 0.0 0.0 0.0 0.000
H -1.810442 2.958605 4.232576 0.0 0.0 0.0 0.000
H -3.239509 4.971512 4.337991 0.0 0.0 0.0 0.000
H -4.265111 5.861498 2.271613 0.0 0.0 0.0 0.000
H -3.849177 4.754819 0.109450 0.0 0.0 0.0 0.000
O 5.249413 0.479841 -1.913550 0.3 -0.2 0.1 0.008
P 5.424917 -0.818708 -0.945752 0.7 -0.2 -1.1 0.007
O 6.784863 -1.321242 -0.942607 0.0 0.2 0.1 0.002
O 4.691764 -0.436256 0.350090 -1.1 0.1 0.0 0.001
O 4.332839 -1.805225 -1.692766 0.3 0.1 0.4 0.042
P 3.759644 -2.986762 -0.725231 0.4 -1.0 0.2 0.012
O 3.118715 -3.967371 -1.788580 -0.1 0.2 -0.1 0.008
O 4.720309 -3.593099 0.180918 0.0 -0.1 -0.2 0.007
O 2.578443 -2.272197 0.021168 -0.1 1.1 -0.2 0.137
H 6.027941 0.539185 -2.493270 -0.2 0.1 0.1 0.000
H 2.926760 -3.579906 -2.654180 0.0 0.0 0.2 0.000
```
Forces are in eV/Å.

Highest occupied orbital energy (alpha / beta) (eV): -10.09 / -11.67
Total charge: +1
Expectation value of S²: 6.021
Multiplicity: 5
Kohn-Sham gap (alpha / beta) (eV): 6.2 / 6.0



An isolated molecule of C22H32N2O2. Source: the OMol25 dataset; level of theory: ωB97M-V/def2-TZVPD.

Geometry as XYZ:
```
58
Properties=species:S:1:pos:R:3:forces:R:3:lowdin_charge:R:1
C -1.460432 0.316738 3.410326 0.0 0.0 0.0 -0.040
C -0.975462 0.474867 1.979975 0.0 0.0 0.0 -0.355
C -1.571347 -0.587349 1.042676 0.0 0.0 0.0 -0.110
C -3.046183 -0.382026 0.818742 0.0 0.0 0.0 -0.230
C -3.476875 0.668800 0.008110 0.0 0.0 0.0 -0.030
C -4.828638 0.907832 -0.197203 0.0 0.0 0.0 -0.018
C -5.761941 0.081660 0.408566 0.0 0.0 0.0 -0.191
C -5.343166 -0.970052 1.215532 0.0 0.0 0.0 -0.181
C -3.993016 -1.202064 1.425844 0.0 0.0 0.0 0.012
C -6.533836 -1.711454 1.772445 0.0 0.0 0.0 -0.132
C -7.677990 -1.263812 0.844890 0.0 0.0 0.0 -0.178
C -7.268988 0.136958 0.354874 0.0 0.0 0.0 -0.132
N 0.477553 0.426157 1.955150 0.0 0.0 0.1 0.113
C 1.188084 0.914528 0.920080 0.0 0.0 -0.1 -0.417
O 0.675996 1.474803 -0.039483 0.0 0.0 0.0 0.067
C 2.691240 0.676977 0.986570 0.0 0.0 0.0 -0.390
O 3.117238 0.316771 2.294573 0.0 0.0 0.0 0.004
C 3.159181 -0.359821 -0.059722 0.0 0.0 0.1 -0.006
C 3.889543 0.759696 -0.850998 0.0 0.0 0.0 -0.424
C 5.380775 0.518579 -1.043571 0.0 0.0 0.0 -0.139
C 5.640729 -0.578736 -2.071427 0.1 0.0 0.0 -0.159
C 4.992417 -0.269516 -3.420367 -0.1 -0.1 0.1 -0.413
N 5.193681 -1.337249 -4.403224 -0.1 0.1 -0.1 0.037
C 3.500869 -0.007118 -3.221133 0.0 0.0 0.0 -0.155
C 3.241481 1.087681 -2.191831 0.0 0.0 0.0 -0.132
C 3.531886 1.759810 0.276108 0.0 0.0 0.0 -0.013
H -2.548619 0.354220 3.445839 0.0 0.0 0.0 0.079
H -1.146084 -0.647882 3.819210 0.0 0.0 0.0 0.085
H -1.068361 1.108928 4.049111 0.0 0.0 0.0 0.081
H -1.265311 1.456503 1.599125 0.0 0.0 0.0 0.143
H -1.042634 -0.525487 0.089939 0.0 0.0 0.0 0.117
H -1.382126 -1.577769 1.466886 0.0 0.0 0.0 0.120
H -2.734917 1.295835 -0.474460 0.0 0.0 0.0 0.118
H -5.144656 1.725182 -0.834950 0.0 0.0 0.0 0.112
H -3.667106 -2.026203 2.052591 0.0 0.0 0.0 0.121
H -6.395478 -2.793280 1.782759 0.0 0.0 0.0 0.112
H -6.723511 -1.400192 2.804834 0.0 0.0 0.0 0.117
H -7.731172 -1.940889 -0.010187 0.0 0.0 0.0 0.111
H -8.651184 -1.275284 1.334857 0.0 0.0 0.0 0.103
H -7.643972 0.912080 1.031036 0.0 0.0 0.0 0.117
H -7.652306 0.365497 -0.640240 0.0 0.0 0.0 0.112
H 0.986534 -0.060969 2.675510 0.0 0.0 0.0 0.138
H 3.167292 1.119912 2.825228 0.0 0.0 0.0 0.108
H 3.835066 -1.077903 0.406824 0.0 0.0 0.0 0.127
H 2.366571 -0.890557 -0.586712 0.0 0.0 0.0 0.126
H 5.844447 1.453098 -1.382554 0.0 0.0 0.0 0.126
H 5.845813 0.264066 -0.086657 0.0 0.0 0.0 0.121
H 6.714851 -0.734843 -2.202906 0.0 0.0 0.0 0.114
H 5.224985 -1.526598 -1.704709 0.0 0.0 0.0 0.118
H 5.444800 0.645213 -3.820805 0.0 0.0 0.0 0.145
H 5.939135 -1.125926 -5.049826 0.1 -0.1 0.1 0.063
H 5.395412 -2.223626 -3.959943 0.0 0.0 0.0 0.065
H 3.050643 0.245791 -4.182454 0.0 0.0 0.0 0.113
H 3.033242 -0.945700 -2.900587 0.0 0.0 0.0 0.116
H 2.171887 1.252312 -2.052802 0.0 0.0 0.0 0.112
H 3.666689 2.033258 -2.551909 0.0 0.0 0.0 0.127
H 2.975492 2.640230 -0.041363 0.0 0.0 0.0 0.123
H 4.391776 2.048316 0.883793 0.0 0.0 0.0 0.124
```
Forces are in eV/Å.

Highest occupied orbital energy (eV): -8.52
Kohn-Sham gap (eV): 9.2